Record 1
Formula: C29H41N3O10
Source: the Open Molecules 2025 dataset
Level of theory: ωB97M-V with the def2-TZVPD basis set

Calculated values
Kohn-Sham gap (eV): 7.83
Total charge: 0
SMILES string: CC(=O)OC[C@H]1O[C@@H](O/N=C(\C)CCN2CCCCc3nc(C)c(C)cc32)[C@H](OC(C)=O)[C@@H](OC(C)=O)[C@@H]1OC(C)=O
Lowest unoccupied orbital energy (hartree): 0.02074

Element x y z (Å)
C  2.9764  -3.9737  2.9108
C  1.6667  -4.4117  2.3155
O  1.4847  -5.4164  1.6819
O  0.7001  -3.5268  2.6029
C  -0.6241  -3.8335  2.1967
C  -0.8501  -3.7505  0.6704
O  -2.2396  -3.7695  0.4012
C  -2.8998  -2.5407  0.3359
O  -2.9514  -1.8600  1.5642
N  -1.9638  -0.8575  1.6596
C  -2.0051  -0.0827  2.6582
C  -2.9812  -0.1610  3.7886
C  -0.9900  1.0197  2.6908
C  0.1171  0.8754  1.6302
N  0.8460  2.0979  1.4148
C  1.9547  2.3724  2.2930
C  3.2702  1.7188  1.8573
C  3.5497  1.9867  0.3781
C  3.1698  3.4073  -0.0398
C  1.7054  3.5361  -0.3855
N  1.4717  4.3088  -1.4328
C  0.2613  4.4239  -1.9566
C  0.1331  5.3485  -3.1293
C  -0.8186  3.6903  -1.4589
C  -2.1765  3.7445  -2.0896
C  -0.5939  2.9066  -0.3391
C  0.6704  2.8279  0.2565
C  -2.3642  -1.6497  -0.7992
O  -3.1712  -1.8216  -1.9540
C  -3.4235  -0.7213  -2.6910
C  -4.0918  -1.0903  -3.9777
O  -3.1285  0.3907  -2.3432
C  -0.9069  -1.9906  -1.1491
O  -0.2331  -0.8131  -1.5797
C  -0.2514  -0.5146  -2.8919
C  0.3935  0.8138  -3.1374
O  -0.7390  -1.2271  -3.7283
C  -0.1264  -2.5466  0.0439
O  1.1359  -2.9889  -0.4478
C  2.2510  -2.3912  -0.0167
C  3.4541  -2.9994  -0.6812
O  2.2804  -1.5093  0.8007
H  3.1545  -2.9292  2.6709
H  2.9187  -4.0697  3.9929
H  3.7806  -4.5981  2.5345
H  -1.2531  -3.1019  2.7034
H  -0.8917  -4.8421  2.5281
H  -0.4552  -4.6593  0.2005
H  -3.9397  -2.8172  0.1180
H  -2.5300  -0.7106  4.6148
H  -3.8752  -0.6939  3.4731
H  -3.2423  0.8334  4.1419
H  -0.5591  1.0731  3.6935
H  -1.5210  1.9620  2.5226
H  -0.3330  0.5631  0.6879
H  0.8148  0.0928  1.9419
H  1.6877  2.0225  3.2946
H  2.0782  3.4569  2.3494
H  3.2220  0.6409  2.0171
H  4.0761  2.1205  2.4751
H  2.9838  1.2745  -0.2262
H  4.6094  1.8145  0.1787
H  3.7147  3.6902  -0.9425
H  3.4581  4.1194  0.7376
H  1.0817  5.8530  -3.2868
H  -0.6445  6.0896  -2.9518
H  -0.1250  4.7953  -4.0323
H  -2.7248  4.6172  -1.7324
H  -2.7472  2.8518  -1.8449
H  -2.1010  3.8211  -3.1721
H  -1.4205  2.3469  0.0729
H  -2.4141  -0.5970  -0.4896
H  -4.7146  -1.9685  -3.8425
H  -3.2994  -1.3293  -4.6867
H  -4.6665  -0.2508  -4.3563
H  -0.9061  -2.7273  -1.9647
H  1.1691  1.0078  -2.4029
H  0.7892  0.8562  -4.1475
H  -0.3749  1.5780  -3.0259
H  0.0308  -1.7477  0.7769
H  3.4680  -4.0677  -0.4792
H  4.3596  -2.5312  -0.3078
H  3.3796  -2.8609  -1.7569

Cartesian forces (eV/Å) of the 3 atoms listed first:
-0.0565 -0.0486 -0.1084
0.2750 -0.0526 0.1754
-0.0981 -0.1063 -0.0866

Charge distribution, Mulliken scheme, values in e: atom 1 (C): -1.098, atom 2 (C): 0.865, atom 3 (O): -0.579, atom 4 (O): -0.269, atom 5 (C): -1.080, atom 6 (C): -0.451, atom 7 (O): -0.461, atom 8 (C): -0.632, atom 9 (O): -0.365, atom 10 (N): 0.642, atom 11 (C): 0.226, atom 12 (C): -1.925, atom 13 (C): -0.499, atom 14 (C): -0.162, atom 15 (N): 0.545, atom 16 (C): -1.161, atom 17 (C): -0.411, atom 18 (C): -0.174, atom 19 (C): -1.183, atom 20 (C): 0.054, atom 21 (N): -0.652, atom 22 (C): 0.647, atom 23 (C): -1.377, atom 24 (C): 0.015, atom 25 (C): -1.773, atom 26 (C): 0.162, atom 27 (C): 0.854, atom 28 (C): 0.386, atom 29 (O): -0.553, atom 30 (C): 0.938, atom 31 (C): -1.381, atom 32 (O): -0.552, atom 33 (C): -0.903, atom 34 (O): -0.073, atom 35 (C): 0.697, atom 36 (C): -0.721, atom 37 (O): -0.624, atom 38 (C): 1.450, atom 39 (O): -0.494, atom 40 (C): 0.696, atom 41 (C): -1.539, atom 42 (O): -0.420, atom 43 (H): 0.176, atom 44 (H): 0.361, atom 45 (H): 0.327, atom 46 (H): 0.330, atom 47 (H): 0.441, atom 48 (H): 0.858, atom 49 (H): 0.363, atom 50 (H): 0.303, atom 51 (H): 0.415, atom 52 (H): 0.445, atom 53 (H): 0.434, atom 54 (H): 0.421, atom 55 (H): -0.752, atom 56 (H): 0.416, atom 57 (H): 0.458, atom 58 (H): 0.517, atom 59 (H): 0.066, atom 60 (H): 0.451, atom 61 (H): -0.156, atom 62 (H): 0.538, atom 63 (H): 0.360, atom 64 (H): 0.343, atom 65 (H): 0.396, atom 66 (H): 0.341, atom 67 (H): 0.284, atom 68 (H): 0.440, atom 69 (H): 0.287, atom 70 (H): 0.370, atom 71 (H): 0.326, atom 72 (H): 0.396, atom 73 (H): 0.331, atom 74 (H): 0.270, atom 75 (H): 0.386, atom 76 (H): 0.807, atom 77 (H): 0.072, atom 78 (H): 0.515, atom 79 (H): -0.133, atom 80 (H): 0.043, atom 81 (H): 0.353, atom 82 (H): 0.350, atom 83 (H): 0.387

=====

Record 2
Formula: C29H41N5O8
Source: the Open Molecules 2025 dataset
Level of theory: ωB97M-V with the def2-TZVPD basis set

Calculated values
Kohn-Sham gap (eV): 9.44
Total charge: 0
SMILES string: CC(C)(C)OC(=O)NCCCC[C@H](NC(=O)c1nc[nH]c1C(=O)NCC(=O)OCc1ccccc1)C(=O)OC(C)(C)C
Lowest unoccupied orbital energy (hartree): 0.01338

Element x y z (Å)
C  2.1653  2.9503  3.9684
C  0.6721  2.6591  3.8093
C  0.3050  1.4087  4.6047
C  -0.1588  3.8631  4.2547
O  0.4887  2.4458  2.3814
C  -0.7400  2.1865  1.9003
O  -1.7325  1.9600  2.5540
N  -0.7370  2.2479  0.5471
C  -1.9126  1.9129  -0.2254
C  -1.9127  0.4499  -0.7055
C  -2.0011  0.3013  -2.2274
C  -1.5559  -1.0953  -2.6770
C  -0.0687  -1.1337  -3.1102
N  0.7798  -0.3504  -2.2517
C  1.2642  -0.7615  -1.0732
O  1.0906  -1.8890  -0.6182
C  2.0218  0.3008  -0.3877
N  2.2008  1.5068  -1.0111
C  2.8843  2.2487  -0.1824
N  3.1620  1.5916  0.9569
C  2.6189  0.3444  0.8634
C  2.6580  -0.5242  2.0579
O  3.1431  -0.1010  3.0996
N  2.1324  -1.7460  1.8965
C  1.7885  -2.5634  3.0260
C  0.2946  -2.4976  3.3456
O  -0.2565  -3.2357  4.1166
O  -0.2897  -1.5112  2.6712
C  -1.6980  -1.3496  2.8168
C  -2.4812  -2.0715  1.7506
C  -1.8723  -2.8718  0.7961
C  -2.6374  -3.5232  -0.1585
C  -4.0124  -3.3749  -0.1725
C  -4.6245  -2.5702  0.7753
C  -3.8644  -1.9246  1.7322
C  0.0039  -0.6265  -4.5495
O  -0.2519  -1.3236  -5.4953
O  0.3214  0.6595  -4.5822
C  0.4150  1.3964  -5.8336
C  1.4997  0.7853  -6.7171
C  0.8041  2.8081  -5.3954
C  -0.9396  1.3995  -6.5385
H  2.7353  2.0387  3.8067
H  2.3619  3.3038  4.9763
H  2.4742  3.7170  3.2610
H  0.5765  1.5536  5.6467
H  -0.7607  1.2122  4.5395
H  0.8525  0.5533  4.2170
H  -1.2170  3.6624  4.1114
H  0.1152  4.7430  3.6756
H  0.0206  4.0621  5.3073
H  0.1490  2.3159  0.0715
H  -2.7667  2.1036  0.4264
H  -1.9632  2.5967  -1.0768
H  -0.9997  -0.0225  -0.3439
H  -2.7435  -0.0907  -0.2518
H  -1.3814  1.0566  -2.7149
H  -3.0325  0.4756  -2.5384
H  -1.7019  -1.7970  -1.8556
H  -2.1508  -1.4435  -3.5227
H  0.2704  -2.1755  -3.0952
H  0.9826  0.6039  -2.5198
H  3.1902  3.2563  -0.3820
H  3.6261  1.9222  1.7902
H  1.7007  -1.9699  0.9916
H  2.0586  -3.6081  2.8504
H  2.3411  -2.1992  3.8995
H  -1.9971  -1.7196  3.8054
H  -1.8867  -0.2728  2.7605
H  -0.7987  -2.9811  0.7790
H  -2.1521  -4.1524  -0.8903
H  -4.6061  -3.8833  -0.9176
H  -5.6977  -2.4485  0.7699
H  -4.3390  -1.2977  2.4728
H  2.4441  0.7466  -6.1782
H  1.2230  -0.2224  -7.0145
H  1.6281  1.3919  -7.6089
H  0.0317  3.2298  -4.7572
H  1.7371  2.7821  -4.8383
H  0.9286  3.4454  -6.2654
H  -1.7093  1.7827  -5.8717
H  -0.8899  2.0332  -7.4192
H  -1.2096  0.3926  -6.8443

Cartesian forces (eV/Å) of the 3 atoms listed first:
-0.3494 -0.1612 -0.1951
-0.0411 0.1435 0.5925
-0.0718 0.0794 -0.2623

Charge distribution, Mulliken scheme, values in e: atom 1 (C): -1.601, atom 2 (C): 1.810, atom 3 (C): -1.328, atom 4 (C): -1.854, atom 5 (O): -0.288, atom 6 (C): 0.789, atom 7 (O): -0.715, atom 8 (N): -0.160, atom 9 (C): -1.526, atom 10 (C): 1.819, atom 11 (C): -1.518, atom 12 (C): -0.086, atom 13 (C): 0.006, atom 14 (N): 0.341, atom 15 (C): -0.263, atom 16 (O): -0.859, atom 17 (C): 1.617, atom 18 (N): -0.657, atom 19 (C): -0.670, atom 20 (N): 0.090, atom 21 (C): -0.108, atom 22 (C): 0.252, atom 23 (O): -0.752, atom 24 (N): -0.137, atom 25 (C): -0.910, atom 26 (C): 0.491, atom 27 (O): -0.632, atom 28 (O): 0.204, atom 29 (C): -1.319, atom 30 (C): 0.719, atom 31 (C): 0.388, atom 32 (C): -0.687, atom 33 (C): -0.484, atom 34 (C): -0.724, atom 35 (C): -0.375, atom 36 (C): -0.207, atom 37 (O): -0.621, atom 38 (O): -0.145, atom 39 (C): 1.387, atom 40 (C): -1.691, atom 41 (C): -1.707, atom 42 (C): -1.622, atom 43 (H): 0.075, atom 44 (H): 0.520, atom 45 (H): 0.390, atom 46 (H): 0.524, atom 47 (H): 0.348, atom 48 (H): 0.055, atom 49 (H): 0.390, atom 50 (H): 0.372, atom 51 (H): 0.483, atom 52 (H): 0.211, atom 53 (H): 0.410, atom 54 (H): 0.508, atom 55 (H): -0.801, atom 56 (H): 0.035, atom 57 (H): 0.617, atom 58 (H): 0.377, atom 59 (H): -0.633, atom 60 (H): 0.825, atom 61 (H): 0.579, atom 62 (H): 0.435, atom 63 (H): 0.471, atom 64 (H): 0.321, atom 65 (H): 0.343, atom 66 (H): 0.390, atom 67 (H): 0.393, atom 68 (H): 0.658, atom 69 (H): 0.148, atom 70 (H): -0.041, atom 71 (H): 0.431, atom 72 (H): 0.419, atom 73 (H): 0.397, atom 74 (H): 0.444, atom 75 (H): 0.360, atom 76 (H): 0.398, atom 77 (H): 0.473, atom 78 (H): 0.371, atom 79 (H): 0.372, atom 80 (H): 0.466, atom 81 (H): 0.350, atom 82 (H): 0.461, atom 83 (H): 0.389

=====

Record 3
Formula: C29H42AgB2KO37
Source: the Open Molecules 2025 dataset
Level of theory: ωB97M-V with the def2-TZVPD basis set

Calculated values
Kohn-Sham gap (spin up / spin down) (eV): 2.73 / 8.22
⟨S²⟩: 0.756
Total charge: -1
Lowest unoccupied orbital energy (spin up / spin down) (hartree): 0.03562 / 0.03529
Spin multiplicity: 2

Element x y z (Å)
K  -22.7758  -21.9205  -11.4025
Ag  -25.9375  -22.4907  -18.3372
O  -23.1504  -21.1309  -14.1210
C  -23.6931  -20.1340  -14.5953
O  -23.3078  -18.8709  -14.4406
B  -24.1050  -17.9481  -15.3056
O  -24.9877  -18.8519  -16.0739
C  -24.8697  -20.1475  -15.6191
O  -25.4867  -21.1539  -16.0790
O  -23.1628  -17.1289  -16.1357
C  -23.6080  -15.8655  -16.0932
O  -23.2058  -14.8555  -16.6604
C  -24.9448  -15.9120  -15.2306
O  -24.9415  -17.0188  -14.5661
O  -25.6661  -14.9777  -15.0880
O  -25.8736  -24.3632  -16.7287
C  -25.2189  -24.5939  -15.7106
O  -23.9774  -24.7058  -15.7341
B  -23.5186  -25.0014  -14.3252
O  -24.6576  -25.2451  -13.5014
C  -25.7090  -24.8573  -14.2503
O  -26.8524  -24.8812  -13.8735
O  -22.5223  -26.0834  -14.3505
C  -21.3612  -25.6401  -13.8924
O  -20.3074  -26.2769  -13.8644
C  -21.5222  -24.1807  -13.3976
O  -22.7526  -23.7992  -13.7496
O  -20.7216  -23.5110  -12.7434
C  -20.4362  -23.0425  -16.7415
O  -20.6260  -21.6704  -17.2517
C  -20.0127  -20.6224  -16.7279
O  -19.0490  -20.6004  -15.9631
O  -20.4648  -19.5456  -17.3472
C  -19.9802  -18.1953  -17.1913
H  -19.8493  -23.5901  -17.4789
H  -21.3896  -23.5112  -16.4979
H  -19.8048  -22.9790  -15.8553
H  -19.2383  -18.0911  -17.9830
H  -19.5444  -18.1116  -16.1957
H  -20.7186  -17.4034  -17.3174
C  -24.5428  -10.7094  -9.9760
O  -25.5468  -11.7990  -10.0159
C  -25.7285  -12.3965  -11.1565
O  -25.3675  -12.0261  -12.2427
O  -26.4085  -13.4919  -10.9244
C  -26.5500  -14.3828  -11.9990
H  -23.5042  -11.0374  -10.0181
H  -24.4719  -10.2064  -9.0116
H  -24.7412  -9.9460  -10.7283
H  -26.2423  -15.4108  -11.8074
H  -25.9330  -14.2099  -12.8808
H  -27.6226  -14.2711  -12.1574
C  -32.6979  -19.2463  -14.1883
O  -31.8093  -18.3280  -14.8184
C  -30.4796  -18.6114  -14.4978
O  -29.9981  -19.6576  -14.1013
O  -29.7645  -17.5019  -14.6416
C  -28.3534  -17.5911  -14.5461
H  -32.2923  -20.2518  -14.0762
H  -33.6023  -19.2845  -14.7954
H  -33.0652  -18.9855  -13.1958
H  -28.1346  -17.7151  -13.4855
H  -27.9852  -16.6004  -14.8127
H  -27.9574  -18.4651  -15.0632
C  -25.3537  -16.6990  -19.1646
O  -25.3302  -18.1019  -19.3114
C  -26.2919  -18.9568  -18.9968
O  -26.1727  -20.1998  -19.0283
O  -27.3206  -18.2845  -18.5275
C  -28.3605  -18.9083  -17.8429
H  -26.2246  -16.3187  -19.6986
H  -24.4782  -16.2965  -19.6740
H  -25.4126  -16.4268  -18.1108
H  -27.9239  -19.5436  -17.0723
H  -29.0256  -19.5609  -18.4085
H  -29.0666  -18.2055  -17.4005
C  -29.9745  -14.8035  -21.5159
O  -29.4873  -13.9872  -20.4594
C  -29.4510  -14.4812  -19.2184
O  -30.1569  -15.3092  -18.7891
O  -28.5306  -13.9159  -18.4900
C  -28.2269  -14.3838  -17.1903
H  -29.3386  -15.6880  -21.5523
H  -29.8464  -14.2525  -22.4476
H  -31.0078  -15.1341  -21.4098
H  -27.9392  -15.4345  -17.2280
H  -29.0922  -14.2787  -16.5358
H  -27.4302  -13.7615  -16.7830
C  -22.9493  -17.4199  -11.2998
O  -21.7125  -17.1663  -11.9893
C  -21.5613  -16.0381  -12.7965
O  -22.4066  -15.2211  -13.1081
O  -20.3079  -16.1195  -13.4415
C  -20.0235  -15.3635  -14.5763
H  -23.3162  -18.3503  -11.7331
H  -23.6820  -16.6386  -11.5017
H  -22.7881  -17.5051  -10.2251
H  -20.9254  -15.2309  -15.1738
H  -19.2683  -15.8710  -15.1765
H  -19.6041  -14.3869  -14.3346
C  -25.8995  -18.6633  -9.7813
O  -26.6097  -19.2115  -10.8291
C  -26.1245  -20.0038  -11.8086
O  -24.9696  -20.3707  -11.7568
O  -27.0648  -20.4514  -12.6039
C  -26.8668  -21.7242  -13.1969
H  -25.1503  -19.3356  -9.3632
H  -26.5082  -18.3676  -8.9268
H  -25.3674  -17.8608  -10.2921
H  -27.7603  -22.1084  -13.6890
H  -26.5765  -22.5543  -12.5529
H  -26.2202  -21.7487  -14.0740

Cartesian forces (eV/Å) of the 3 atoms listed first:
-0.0309 0.1310 -0.9693
0.2863 0.1266 0.4841
-0.5738 1.3160 0.1438

Results of the Mulliken charge analysis, in e, for atoms 1 through 99: atom 1 (K): 1.032, atom 2 (Ag): -0.115, atom 3 (O): -0.547, atom 4 (C): -0.030, atom 5 (O): -0.741, atom 6 (B): 1.499, atom 7 (O): 0.367, atom 8 (C): -0.981, atom 9 (O): 0.065, atom 10 (O): -0.295, atom 11 (C): 0.390, atom 12 (O): -0.713, atom 13 (C): 0.207, atom 14 (O): 0.363, atom 15 (O): -0.790, atom 16 (O): -0.768, atom 17 (C): 0.972, atom 18 (O): -0.606, atom 19 (B): 1.021, atom 20 (O): -0.562, atom 21 (C): 0.503, atom 22 (O): -0.638, atom 23 (O): -0.524, atom 24 (C): 0.311, atom 25 (O): -0.625, atom 26 (C): 0.734, atom 27 (O): 0.098, atom 28 (O): -0.713, atom 29 (C): -0.528, atom 30 (O): -0.273, atom 31 (C): 0.915, atom 32 (O): -0.652, atom 33 (O): -0.273, atom 34 (C): -0.652, atom 35 (H): 0.330, atom 36 (H): 0.037, atom 37 (H): 0.334, atom 38 (H): 0.375, atom 39 (H): 0.350, atom 40 (H): 0.060, atom 41 (C): -0.657, atom 42 (O): -0.369, atom 43 (C): 0.838, atom 44 (O): -0.570, atom 45 (O): -0.380, atom 46 (C): -0.352, atom 47 (H): 0.289, atom 48 (H): 0.269, atom 49 (H): 0.278, atom 50 (H): 0.030, atom 51 (H): 0.310, atom 52 (H): 0.309, atom 53 (C): -0.725, atom 54 (O): -0.314, atom 55 (C): 0.754, atom 56 (O): -0.510, atom 57 (O): -0.414, atom 58 (C): -0.034, atom 59 (H): 0.330, atom 60 (H): 0.251, atom 61 (H): 0.282, atom 62 (H): 0.436, atom 63 (H): -0.146, atom 64 (H): 0.044, atom 65 (C): -0.112, atom 66 (O): -0.289, atom 67 (C): 0.723, atom 68 (O): -0.406, atom 69 (O): -0.072, atom 70 (C): -0.610, atom 71 (H): 0.281, atom 72 (H): 0.216, atom 73 (H): -0.116, atom 74 (H): 0.048, atom 75 (H): 0.393, atom 76 (H): 0.219, atom 77 (C): -0.609, atom 78 (O): -0.372, atom 79 (C): 0.840, atom 80 (O): -0.546, atom 81 (O): -0.393, atom 82 (C): -0.253, atom 83 (H): 0.264, atom 84 (H): 0.241, atom 85 (H): 0.276, atom 86 (H): -0.089, atom 87 (H): 0.328, atom 88 (H): 0.314, atom 89 (C): -0.567, atom 90 (O): -0.298, atom 91 (C): 0.730, atom 92 (O): -0.548, atom 93 (O): -0.371, atom 94 (C): -0.426, atom 95 (H): 0.272, atom 96 (H): 0.099, atom 97 (H): 0.418, atom 98 (H): 0.090, atom 99 (H): 0.216

=====

| no. | maximum force (eV/Å) |
| --- | --- |
| 1 | 1.256 |
| 2 | 0.928 |
| 3 | 4.225 |